Density functional theory data (ωB97M-V/def2-TZVPD) for a molecular structure, C19H27F6N7O3PPd at a distorted geometry.

Computed properties:
<S²>: 3.78
2S+1: 4
E_HOMO (alpha / beta): -13.97 / -14.10 eV
Charge: +2

```
64
Properties=species:S:1:pos:R:3:forces:R:3
Pd 0.842517 -1.962593 -1.043168 -1.3157 -0.7322 0.1432
N -0.835468 -3.589708 -1.567492 0.7621 0.5237 -0.4578
C -1.555171 -3.913545 -0.338900 -0.5403 0.6593 0.9347
C -3.000076 -4.394076 -0.571937 0.3120 -0.1842 0.1713
C -3.586144 -5.093262 0.666974 -0.0631 0.1443 -0.1749
C -5.098234 -4.879065 0.829576 0.4628 -0.3668 0.1519
N -5.528213 -3.491624 0.740618 -0.2047 0.2605 -0.0774
C -5.407947 -2.558609 1.679773 -0.0313 -0.1328 -0.0830
N -5.954092 -1.357642 1.465591 -0.0067 0.2245 0.0590
N -4.802631 -2.807271 2.833992 -0.2674 -0.1483 0.1115
C -1.585785 -2.646561 0.623101 -0.0887 -1.5332 -1.0445
O -2.514527 -2.534704 1.400062 -0.3398 0.3599 0.4126
O -0.611823 -1.854890 0.514228 1.2601 0.9511 0.0150
H -1.472023 -3.312440 -2.314896 0.2245 -0.0733 0.1519
H -0.261760 -4.369043 -1.895987 -0.2737 0.2027 -0.0197
H -0.976642 -4.667195 0.207402 -0.0663 -0.0059 -0.1430
H -3.022592 -5.075958 -1.425160 -0.0314 0.0225 -0.0253
H -3.607929 -3.518527 -0.813427 0.0756 -0.0024 -0.0976
H -3.066587 -4.735505 1.553988 0.0027 -0.0799 -0.0360
H -3.419620 -6.168769 0.602914 0.0025 -0.0387 0.0516
H -5.417272 -5.287677 1.790587 -0.1231 -0.0653 -0.0702
H -5.627531 -5.417543 0.044016 -0.0826 0.0529 0.0881
H -6.042804 -3.234447 -0.085682 0.0256 0.0512 0.0556
H -6.559973 -1.184634 0.681266 0.0449 -0.0593 0.0521
H -5.897157 -0.637399 2.165395 -0.0037 -0.0477 -0.0391
H -4.179547 -3.594518 2.901837 0.0629 0.0884 -0.0905
H -4.593228 -2.041462 3.452509 0.0027 -0.0241 -0.0220
F 2.378356 -1.968803 -2.711351 0.1826 -0.2421 0.2485
P 3.591746 -2.795361 -1.809140 -0.8727 0.4407 0.2383
F 4.632308 -1.725859 -2.295141 0.1413 -0.1746 0.0315
F 2.275276 -3.749369 -1.279014 0.2788 0.2539 0.0097
F 4.536066 -3.535483 -0.814805 0.1046 0.0357 -0.1396
F 3.126878 -1.721397 -0.557310 0.0803 -0.3130 -0.3121
F 3.801699 -3.769243 -3.009522 0.1415 -0.0018 0.0345
C 0.900971 7.457209 -1.440993 -0.0109 0.1691 -0.0496
C 1.690358 6.489095 -0.653880 -0.0652 0.0612 -0.0996
C 3.087924 6.586858 -0.558384 0.6639 -0.3064 0.2789
C 3.810998 5.685067 0.178716 0.1394 0.7453 -0.4311
C 3.166061 4.620960 0.847659 0.4860 -0.6974 0.6163
N 3.935040 3.753677 1.568940 -0.0744 1.5203 -0.6508
C 3.557706 2.647390 2.356727 -0.5880 -1.2232 0.4674
O 4.025011 2.503037 3.449926 0.1414 0.3325 -0.0556
N 2.651490 1.760794 1.822256 0.0774 0.1225 0.8164
C 2.347331 1.451726 0.507013 -0.2115 -0.1681 -1.2530
C 3.099776 1.877347 -0.591366 -0.2184 -0.3213 0.1459
C 2.677121 1.550570 -1.865483 -0.2850 -0.0442 -0.0275
C 1.539943 0.775108 -2.032490 0.1594 0.3034 0.0188
N 0.880897 0.288655 -0.979505 -0.0200 -0.4005 -0.1698
C 1.253599 0.616989 0.254316 0.1706 0.4987 0.2704
C 1.762161 4.518125 0.757458 -0.9368 0.1529 -0.1978
C 1.051923 5.436957 0.027799 0.1436 -0.6773 0.5127
H 1.491781 8.318376 -1.734687 0.0170 0.0715 -0.0333
H 0.027138 7.789151 -0.882301 -0.0689 0.0276 0.0506
H 0.521310 6.980256 -2.347367 -0.0183 -0.0787 -0.0788
H 3.598541 7.387790 -1.070214 0.0624 0.0772 -0.0348
H 4.884275 5.780765 0.250483 0.1285 0.0076 -0.0081
H 4.853167 4.104371 1.835260 -0.0096 -0.1703 -0.0775
H 2.337928 1.082758 2.509027 0.1745 0.1422 0.0323
H 4.020412 2.418214 -0.454709 0.0985 0.0313 -0.0549
H 3.238974 1.863883 -2.726911 0.1060 0.0768 -0.1607
H 1.151253 0.526889 -3.013777 0.1672 -0.1098 0.0954
H 0.658019 0.203941 1.064989 0.0568 -0.0964 -0.0631
H 1.243337 3.750032 1.307947 -0.0344 -0.0650 0.0079
H -0.024519 5.368192 -0.007345 -0.1074 -0.0277 0.0049
```
Positions in Å, forces in eV/Å.

=====

Density functional theory data (ωB97M-V/def2-TZVPD) for 3 unconnected molecules or ions with the total composition C19H27IO6P2 at a distorted geometry.

Computed properties:
Structure (SMILES): CCP(C)C1=C(I)C(=O)C=C(P(C)C)C1=O.O=C1CCCO1.O=C1CCCO1
E_HOMO: -7.82 eV

```
55
Properties=species:S:1:pos:R:3:forces:R:3
C 4.196882 0.144084 2.481385 -0.8032 0.6200 1.0210
C 3.760094 1.125062 1.295444 0.1996 0.5817 0.3927
P 2.922795 0.268469 -0.167028 0.6855 0.0023 -0.4959
C 2.126182 1.716079 -1.145996 -1.1848 -0.3519 1.3359
C 1.435217 -0.761216 0.372224 -1.8789 -1.5282 -0.5846
C 0.940593 -1.795042 -0.476918 0.4781 1.9095 2.0287
I 1.925482 -2.189344 -2.397419 -0.9365 0.0101 1.4411
C -0.356500 -2.619498 0.000649 -0.4785 -1.1510 -0.0621
O -0.475316 -3.840943 -0.160704 0.3380 3.4476 0.1874
C -1.464398 -1.720643 0.733486 1.9495 1.6024 0.9854
C -0.980228 -0.707279 1.575601 0.1905 -0.8611 -2.1172
P -2.006058 0.548017 2.534351 -0.1000 0.1785 0.3678
C -1.188974 2.224904 2.089470 0.8158 -0.3688 -1.6621
C -3.667380 0.616077 1.590431 1.1772 0.0488 -0.3737
C 0.615373 -0.561580 1.723877 -0.2435 -0.3135 0.9618
O 1.111295 -0.348938 2.840206 -1.0669 -0.2520 -3.1417
H 4.003485 -0.961154 2.269898 0.4968 1.5422 0.1267
H 3.537679 0.413451 3.382524 0.9533 -0.6198 -1.3048
H 5.268337 0.345685 2.826900 -1.4149 -0.5019 -0.7858
H 3.111459 1.999697 1.641795 0.8726 -1.1923 -0.1021
H 4.725267 1.599639 0.887562 -1.5597 -0.7193 0.1609
H 2.894665 2.364559 -1.663780 -0.9473 -0.9108 0.6301
H 1.383008 1.224736 -1.849894 1.0982 0.7475 0.5576
H 1.503545 2.299042 -0.372823 0.9591 -0.4200 -1.3430
H -2.572685 -1.849169 0.567104 1.5453 -0.2617 0.0884
H -0.943867 2.195493 0.963144 -0.4007 0.2005 1.4871
H -0.173688 2.348488 2.604326 -1.6852 -0.1369 -0.3909
H -1.887753 3.102945 2.241883 0.8097 -1.1887 0.1790
H -4.328546 1.352039 2.144157 0.7155 -1.0399 -0.6755
H -3.410127 1.004294 0.548503 -0.7888 -0.6576 1.1671
H -4.068051 -0.451254 1.588183 0.2481 1.6081 -0.0953
O 4.359643 -2.957549 -5.037221 0.0757 -0.2417 0.6601
C 4.899219 -3.907638 -4.534341 -0.1202 0.6852 -0.5245
C 5.294361 -5.174638 -5.244926 -0.1180 -0.5007 0.1691
C 5.544143 -6.122465 -4.089554 0.0270 -0.5957 -0.1299
C 5.985489 -5.184142 -2.989572 0.2367 -0.2496 0.3810
O 5.277512 -3.962018 -3.230205 -0.2353 0.1555 -0.3311
H 6.201835 -4.989631 -5.824244 -0.1179 0.0663 -0.0747
H 4.491562 -5.529036 -5.890294 0.1560 0.2918 -0.1633
H 6.275401 -6.901446 -4.310304 -0.0210 0.0731 0.0901
H 4.606816 -6.610873 -3.806477 0.1032 0.0352 0.0074
H 7.059228 -4.977626 -3.024767 -0.0549 0.0235 -0.0077
H 5.731893 -5.565958 -1.999692 -0.0142 0.2748 -0.0258
O -5.423938 3.531267 3.532600 0.0858 -0.0125 -0.8601
C -6.033111 3.932027 2.576321 0.3781 0.0058 0.8837
C -7.438716 4.470239 2.596718 -0.3871 -0.1581 -0.3482
C -7.814325 4.439507 1.130007 -0.6013 0.0437 -0.1385
C -6.478670 4.623127 0.448178 -0.0199 0.1614 -0.5096
O -5.520178 3.999287 1.313555 -0.0464 -0.1822 0.4901
H -7.424003 5.488155 2.992782 0.0196 -0.0989 0.1198
H -8.092722 3.834892 3.192610 0.2182 0.1950 0.2369
H -8.548531 5.195847 0.848894 0.1029 -0.0442 -0.0508
H -8.227794 3.458370 0.877515 0.0363 0.1001 -0.0138
H -6.211597 5.678001 0.336152 0.0155 -0.0554 0.0237
H -6.451300 4.145601 -0.532279 0.2368 0.0038 0.1317
```
Positions in Å, forces in eV/Å.

=====

Density functional theory data (ωB97M-V/def2-TZVPD) for a single C19H27N3O3 molecule.

Computed properties:
Structure (SMILES): COc1cccc(C(=O)N2CCC(C(=O)N3CCN(C)CC3)CC2)c1
ΔE to the lowest compared entry with this formula, charge and spin: 54.37 kcal per mole
E_HOMO: -8.64 eV

```
52
Properties=species:S:1:pos:R:3:forces:R:3
C -6.672567 -2.734115 -0.643784 -0.1389 -0.1773 0.0708
O -5.801280 -1.697960 -1.026111 0.2176 0.2951 -0.0068
C -5.199543 -0.959992 -0.051559 0.1180 0.0952 -0.0015
C -5.343631 -1.172958 1.315065 -0.1990 -0.2267 -0.1771
C -4.678277 -0.353016 2.212442 0.0989 0.0973 0.0007
C -3.869023 0.675305 1.770722 0.0787 0.0442 0.0016
C -3.710561 0.883572 0.404608 -0.3763 -0.0958 0.0789
C -2.895310 2.047607 -0.074428 -0.0950 -0.0554 -0.0901
O -3.284225 3.190909 0.076620 -0.1552 0.1549 0.1907
N -1.733308 1.749705 -0.701027 0.1624 0.0105 -0.1971
C -1.140050 0.438528 -0.785240 0.1721 -0.4098 0.2566
C 0.157766 0.389140 0.024798 -0.0638 -0.0364 -0.3505
C 1.130349 1.469788 -0.464852 -0.0038 0.1884 0.4726
C 2.364727 1.445822 0.430930 -0.1777 0.0197 -0.4241
O 2.391014 2.054825 1.484315 -0.1810 0.2157 0.3269
N 3.418581 0.706794 0.011482 0.3221 -0.1942 0.1325
C 3.470779 -0.079925 -1.205177 -0.0305 -0.0827 -0.4485
C 4.620765 -1.089020 -1.132866 -0.1737 0.0750 0.0597
N 4.566246 -1.744013 0.155472 -0.0018 0.0702 -0.1678
C 5.344247 -2.957404 0.226826 -0.0874 0.0191 -0.0334
C 4.880870 -0.824542 1.243846 -0.1124 0.1060 0.1511
C 4.598165 0.625914 0.844605 0.1696 -0.0061 0.2910
C 0.437919 2.831609 -0.366140 -0.0228 -0.1463 -0.1849
C -0.868045 2.817764 -1.156056 0.0687 0.4401 0.0563
C -4.376575 0.073681 -0.499438 -0.0606 -0.0495 0.0698
H -7.045965 -3.162377 -1.572685 -0.0012 -0.0040 0.0969
H -7.515058 -2.355226 -0.056530 0.0396 -0.0165 -0.0100
H -6.150645 -3.509581 -0.073256 -0.0284 0.0411 -0.0113
H -5.972133 -1.964487 1.691621 -0.0590 -0.0773 -0.0074
H -4.801928 -0.522923 3.271785 -0.0083 -0.0140 0.0802
H -3.362506 1.319792 2.472102 0.0355 0.0839 0.0809
H -0.922277 0.220067 -1.839237 -0.0468 -0.0574 0.0460
H -1.842291 -0.307827 -0.413121 0.1237 0.0648 -0.1301
H -0.066503 0.573739 1.077025 0.0131 -0.0250 0.0529
H 0.603086 -0.604068 -0.058202 0.0121 -0.0609 0.0285
H 1.399772 1.283151 -1.507293 -0.0055 -0.0527 -0.0063
H 3.606447 0.569161 -2.081193 -0.0544 -0.1068 0.0082
H 2.539949 -0.640234 -1.319390 0.0603 0.0334 -0.0550
H 4.474278 -1.839135 -1.913229 0.0295 0.0863 -0.0015
H 5.590126 -0.596416 -1.322941 -0.0291 -0.0537 -0.0372
H 6.424037 -2.785620 0.089495 0.0187 0.0026 0.0203
H 5.188356 -3.414952 1.202603 0.0575 -0.0928 0.0316
H 5.000183 -3.649847 -0.540177 0.0380 -0.0956 0.0012
H 4.261283 -1.106046 2.101191 0.1300 0.0784 0.0543
H 5.938396 -0.901144 1.544637 -0.0365 0.0034 -0.0148
H 5.450913 1.047663 0.300646 -0.0448 -0.0159 0.0877
H 4.415639 1.236647 1.729735 0.1183 -0.0756 -0.1513
H 0.237170 3.049855 0.683202 0.0191 0.0343 -0.0178
H 1.092357 3.613996 -0.753052 0.0031 0.0565 0.0267
H -0.660521 2.670403 -2.223282 -0.0366 0.0253 0.0135
H -1.410183 3.755379 -1.022847 0.0960 -0.1255 -0.1139
H -4.281009 0.232008 -1.562654 0.0282 0.0125 -0.1498
```
Positions in Å, forces in eV/Å.

=====

Density functional theory data (ωB97M-V/def2-TZVPD) for a single C19H27N3O4 molecule.

Computed properties:
Structure (SMILES): COc1ccc(NC(=O)CN(C)C(=O)CNC(=O)C2CCCCC2)cc1
ΔE to the lowest compared entry with this formula, charge and spin: 15.08 kcal per mole
E_HOMO: -7.66 eV

```
53
Properties=species:S:1:pos:R:3:forces:R:3
C -1.771529 0.787813 -5.947726 -0.1305 0.1170 -0.0036
O -0.731417 -0.151938 -5.854037 0.2075 -0.1905 0.0463
C -0.351636 -0.580177 -4.613372 0.1206 -0.1133 0.0476
C 0.680268 -1.517912 -4.580188 -0.2787 0.2590 -0.0839
C 1.146790 -2.021275 -3.385142 0.0924 -0.0760 0.0020
C 0.584556 -1.594119 -2.184055 -0.1210 0.1228 -0.3690
N 1.009260 -2.051101 -0.928022 -0.2435 0.2358 0.3041
C 1.933119 -2.996402 -0.656076 -0.0304 -0.1238 0.5617
O 2.555858 -3.642255 -1.473858 0.1737 -0.0933 -0.1636
C 2.197448 -3.211503 0.841843 0.4239 -0.0176 -0.0719
N 1.071116 -2.944601 1.706945 0.2522 -0.2191 -0.2344
C -0.096939 -3.781667 1.529480 -0.3512 -0.0206 0.1328
C 1.152131 -1.907553 2.562329 -0.0967 0.0336 0.2222
O 2.145322 -1.206508 2.656821 0.0558 0.2274 0.1331
C -0.078044 -1.564499 3.413796 0.0499 0.0697 -0.3267
N -0.403574 -0.173539 3.154052 -0.0079 -0.1187 0.3450
C -0.679045 0.186957 1.883368 -0.2797 0.6027 0.1758
O -0.838577 -0.655307 1.011503 -0.0329 -0.3019 -0.2403
C -0.765128 1.669328 1.591074 0.2255 -0.0921 0.1378
C -1.415317 2.507313 2.691694 -0.2445 0.0575 -0.2829
C -1.468187 3.971216 2.260014 0.2088 0.0043 0.2907
C -0.061109 4.490525 1.977578 -0.1698 0.0511 -0.2892
C 0.613898 3.649006 0.898327 0.1660 -0.0033 0.2774
C 0.655665 2.179153 1.304685 -0.1082 0.1052 -0.3265
C -0.445063 -0.660349 -2.215243 0.1593 -0.1611 0.0688
C -0.912337 -0.154323 -3.414700 -0.0715 0.1000 -0.3409
H -1.514068 1.726505 -5.445228 -0.0215 -0.0362 -0.0031
H -2.706563 0.398137 -5.530997 0.0344 0.0254 0.0001
H -1.904674 0.976263 -7.012087 -0.0336 0.0251 0.0857
H 1.107108 -1.841530 -5.516065 0.0633 -0.0490 -0.1112
H 1.943245 -2.745655 -3.375824 0.0178 -0.0155 0.0007
H 0.524092 -1.611172 -0.150910 0.1550 -0.1445 0.0314
H 3.005702 -2.533842 1.136764 -0.1129 -0.1759 -0.0852
H 2.546281 -4.240762 0.972015 -0.0549 0.1163 -0.1229
H -0.953280 -3.191588 1.196069 0.0042 -0.0675 -0.0005
H -0.348788 -4.307930 2.452687 -0.0392 -0.0447 -0.0734
H 0.126494 -4.520695 0.763481 -0.0077 -0.0192 0.0315
H -0.946038 -2.174649 3.170144 0.0829 -0.0026 0.1128
H 0.173167 -1.677320 4.468373 -0.0044 -0.0293 -0.0896
H -0.042553 0.516787 3.790921 -0.0500 0.0160 -0.0788
H -1.354978 1.772633 0.673488 0.0271 -0.1120 0.0721
H -0.838015 2.442391 3.616836 0.0148 -0.0287 0.0944
H -2.422460 2.137246 2.895576 0.0254 -0.0388 0.0923
H -1.936293 4.569680 3.044133 -0.0730 0.0088 -0.0518
H -2.078297 4.064174 1.359030 -0.0800 0.0220 -0.0313
H 0.531671 4.448298 2.894391 0.0437 0.0456 0.0648
H -0.107702 5.533538 1.659038 0.0488 0.0365 0.0684
H 1.629812 4.008627 0.726236 -0.0089 0.0100 -0.0931
H 0.060435 3.748974 -0.038011 0.0110 0.0192 -0.0893
H 1.275207 2.058807 2.196609 0.0578 -0.0502 0.0444
H 1.104795 1.583719 0.507063 0.0454 -0.0582 0.0527
H -0.888249 -0.334881 -1.286316 -0.0461 0.0339 0.0914
H -1.713577 0.567964 -3.398503 -0.0686 0.0584 -0.0249
```
Positions in Å, forces in eV/Å.